Record 1
Formula: C12H42O9
Source: the Open Molecules 2025 dataset
Level of theory: the ωB97M-V functional and the def2-TZVPD basis

Summary:
Kohn-Sham gap   10.60 eV
HOMO level   -0.3622 Eh
E   -1159.4923 Eh
F_max   0.0617 hartree/bohr
LUMO level   0.0273 hartree
2S+1   1

CARTESIAN COORDINATES (ANGSTROEM)
C (-1.2609, -4.1718, 0.1149)
C (-2.2252, -3.5113, 1.0984)
O (-1.4476, -3.0098, 2.2183)
H (-1.7696, -4.5278, -0.7753)
H (-0.7996, -5.0127, 0.6167)
H (-0.4722, -3.4750, -0.2184)
H (-2.9285, -4.2263, 1.5267)
H (-2.7306, -2.6572, 0.7027)
H (-2.0272, -2.3125, 2.5531)
C (3.8693, -0.8753, 1.3789)
C (3.2066, -0.5563, 0.0870)
O (1.9751, 0.0493, 0.4185)
H (3.2246, -1.2978, 2.1277)
H (4.4096, -0.0983, 1.8543)
H (4.7593, -1.5776, 1.2353)
H (3.0439, -1.4698, -0.4640)
H (3.8683, 0.1547, -0.4266)
H (1.3860, -0.1302, -0.3480)
C (1.4579, 3.8666, 4.8855)
C (0.2124, 3.1603, 4.3522)
O (0.6296, 2.3449, 3.2247)
H (1.2358, 4.5969, 5.6412)
H (1.9841, 4.5443, 4.1742)
H (2.2292, 3.1359, 5.2241)
H (-0.5127, 3.9133, 3.9872)
H (-0.1590, 2.5646, 5.2329)
H (0.0766, 1.5699, 3.1150)
C (2.8438, -0.7277, -4.5552)
C (2.7749, 0.5127, -3.6951)
O (1.9318, 0.2605, -2.5731)
H (3.3892, -1.5059, -4.0790)
H (3.3916, -0.3990, -5.4787)
H (1.8367, -1.0368, -4.8752)
H (2.5362, 1.4973, -4.0984)
H (3.7679, 0.5792, -3.2291)
H (1.0278, 0.1322, -2.9429)
C (-2.5786, -1.6234, -3.4352)
C (-1.3619, -1.9056, -2.6078)
O (-0.6906, -0.7320, -2.1978)
H (-2.9704, -2.5874, -3.8697)
H (-2.4421, -1.0559, -4.3848)
H (-3.3791, -1.0933, -2.8161)
H (-0.6252, -2.5000, -3.1599)
H (-1.6568, -2.4309, -1.7237)
H (-1.2562, -0.2555, -1.5422)
C (-4.2296, 0.3599, 0.6363)
C (-3.1760, 1.2916, -0.0241)
O (-1.8699, 0.5938, -0.0883)
H (-5.2832, 0.7277, 0.4733)
H (-4.1198, 0.5463, 1.6743)
H (-3.9598, -0.6677, 0.3271)
H (-3.1596, 2.2570, 0.5462)
H (-3.4563, 1.5931, -1.1025)
H (-1.1603, 1.2812, 0.1104)
O (-0.4005, 2.6782, 0.5512)
H (-0.0078, 2.7089, 1.4462)
H (0.2963, 2.7847, -0.1048)
O (1.8891, 3.0241, -1.5729)
H (2.5904, 3.2739, -0.9349)
H (2.0131, 2.0512, -1.6955)
O (-1.3397, 0.0159, 2.7939)
H (-0.8444, -0.7728, 2.8576)
H (-1.5559, 0.1339, 1.8331)

Löwdin population analysis, charges in e, atoms 1 to 8: -0.085, -0.274, -0.099, 0.070, 0.073, 0.078, 0.111, 0.079


Record 2
Formula: C12H43ClN3O12
Source: the Open Molecules 2025 dataset
Level of theory: the ωB97M-V functional and the def2-TZVPD basis

Summary:
Kohn-Sham gap   9.22 eV
HOMO level   -0.2394 Eh
Charge   -1
E   -2010.0865 Eh
F_max   0.0660 hartree/bohr
LUMO level   0.0994 hartree
2S+1   1

CARTESIAN COORDINATES (ANGSTROEM)
Cl (21.1705, -32.8313, -11.6409)
O (20.4857, -32.2778, -10.4297)
O (21.9545, -31.8078, -12.3333)
O (22.0209, -33.9561, -11.2719)
O (20.0244, -33.2551, -12.5138)
O (20.0000, -34.4234, -15.5357)
H (19.4361, -33.9756, -16.1663)
H (19.4546, -34.5248, -14.7557)
O (23.4447, -30.1397, -9.8972)
H (22.7444, -30.6376, -10.3189)
H (23.1631, -29.2271, -9.9621)
O (19.6232, -30.8811, -14.0996)
H (19.9834, -31.6666, -13.6878)
H (20.3907, -30.3572, -14.3292)
O (20.7476, -37.2832, -11.5139)
H (20.7638, -36.4284, -11.0836)
H (20.9335, -37.0927, -12.4334)
O (24.9210, -34.7225, -10.9042)
H (24.7158, -35.6025, -10.5886)
H (24.0994, -34.4041, -11.2783)
C (24.1203, -36.8089, -14.8774)
C (23.7544, -35.5210, -14.0423)
C (24.4040, -34.2097, -14.5378)
O (25.8438, -34.3116, -14.6570)
C (26.3375, -33.0489, -15.0615)
N (22.2909, -35.4413, -14.0910)
H (25.1715, -37.0507, -15.0343)
H (23.6616, -36.7109, -15.8614)
H (23.6026, -37.5920, -14.3234)
H (24.0554, -35.8978, -13.0648)
H (24.0254, -33.3428, -13.9962)
H (23.9640, -33.9986, -15.5124)
H (27.4219, -33.0301, -14.9529)
H (26.1206, -32.3750, -14.2327)
H (26.0271, -32.6333, -16.0201)
H (21.9313, -34.6371, -13.5970)
H (22.0340, -35.2061, -15.0390)
C (18.5872, -33.9011, -5.2370)
C (18.2870, -34.0286, -6.7449)
C (19.4995, -34.0801, -7.6907)
O (20.4776, -34.9299, -7.3078)
C (21.6633, -34.8077, -8.1180)
N (17.6012, -35.3076, -6.9020)
H (17.6128, -33.8652, -4.7500)
H (19.2370, -33.0400, -5.0805)
H (19.1289, -34.7625, -4.8463)
H (17.5586, -33.2992, -7.0992)
H (19.9687, -33.0986, -7.7577)
H (19.1551, -34.4301, -8.6639)
H (21.3584, -35.1548, -9.1052)
H (22.4112, -35.5039, -7.7385)
H (22.1021, -33.8107, -8.1567)
H (18.4157, -35.9032, -6.8564)
H (17.3748, -35.3036, -7.8863)
C (16.1588, -37.6431, -13.2574)
C (17.5189, -37.2088, -12.7007)
C (17.3331, -36.0126, -11.6788)
O (16.6204, -35.0002, -12.3781)
C (16.8634, -33.6908, -11.8071)
N (18.2160, -38.2756, -12.0607)
H (16.2395, -38.4057, -14.0320)
H (15.7403, -36.7691, -13.7564)
H (15.5589, -37.9452, -12.3989)
H (18.1045, -36.7571, -13.5015)
H (18.2827, -35.6196, -11.3157)
H (16.8033, -36.3603, -10.7920)
H (17.3645, -33.0721, -12.5515)
H (17.4746, -33.6272, -10.9068)
H (15.8371, -33.3728, -11.6237)
H (19.1958, -38.0445, -11.9798)
H (17.9484, -38.2894, -11.0869)

Löwdin population analysis, charges in e, atoms 1 to 8: 0.736, -0.361, -0.344, -0.367, -0.390, -0.047, 0.040, 0.022


Record 3
Formula: C12H43HgN6O14
Source: the Open Molecules 2025 dataset
Level of theory: the ωB97M-V functional and the def2-TZVPD basis

Summary:
Kohn-Sham gap   5.59 eV
HOMO level   -0.4183 Eh
Charge   +1
E   -2018.0386 Eh
F_max   0.0444 hartree/bohr
LUMO level   -0.2129 hartree
2S+1   1

CARTESIAN COORDINATES (ANGSTROEM)
Hg (-0.1022, -3.1481, -1.3500)
C (1.1575, -0.0403, -0.4110)
O (0.7090, -1.3621, -0.3129)
H (0.3388, 0.6750, -0.5800)
H (1.5729, 0.2383, 0.5605)
H (1.9466, -0.0157, -1.1647)
C (0.9727, 1.6379, -4.7980)
C (0.2018, 0.7529, -3.8555)
O (-0.4234, -0.3377, -4.5495)
O (1.9416, 0.8279, -5.4692)
H (1.5130, 2.3713, -4.1929)
H (0.2960, 2.1015, -5.5206)
H (-0.4950, 1.3191, -3.2421)
H (0.9583, 0.2851, -3.2143)
H (0.2068, -0.6252, -5.2220)
H (2.5624, 1.4399, -5.8761)
C (-3.7638, -3.3794, -0.2263)
C (-2.7522, -3.7189, 0.8350)
O (-1.4613, -3.1718, 0.5343)
O (-4.2084, -2.0619, -0.1880)
H (-4.6036, -4.0728, -0.0958)
H (-3.4579, -3.7336, -1.2248)
H (-2.7696, -4.8135, 0.9110)
H (-3.0736, -3.4452, 1.8414)
H (-1.3198, -2.3634, 1.0643)
H (-3.6051, -1.4207, -0.5624)
C (-2.9195, 0.7510, 1.8715)
C (-2.6973, -0.2455, 2.9915)
O (-1.5320, -1.0401, 2.7756)
O (-1.7510, 1.5879, 1.8765)
H (-3.7591, 1.4126, 2.0956)
H (-3.0229, 0.3040, 0.8802)
H (-3.4853, -0.9866, 3.0984)
H (-2.6348, 0.4101, 3.8675)
H (-0.8110, -0.4508, 2.5053)
H (-1.7391, 2.0488, 1.0135)
C (2.4978, -2.2287, 2.8224)
C (2.8847, -3.1092, 3.9939)
O (3.6980, -2.3869, 4.9180)
O (1.3269, -2.8172, 2.2483)
H (3.2960, -2.2195, 2.0702)
H (2.2939, -1.2103, 3.1625)
H (3.4323, -3.9998, 3.6796)
H (1.9793, -3.3938, 4.5291)
H (4.6292, -2.5636, 4.7696)
H (0.9289, -2.1905, 1.6293)
C (1.3770, 3.4031, 2.5465)
O (2.1931, 4.0303, 3.1838)
N (0.8640, 3.8482, 1.3375)
N (0.7355, 2.2677, 3.0104)
H (1.3205, 4.6140, 0.8797)
H (0.1083, 3.3847, 0.8739)
H (-0.1944, 2.0707, 2.6289)
H (0.8189, 1.9387, 3.9564)
C (-3.2878, 3.0238, -1.0792)
O (-2.3467, 2.3359, -0.6620)
N (-4.3735, 2.5430, -1.7737)
N (-3.3922, 4.3623, -0.7874)
H (-4.2515, 1.5911, -2.0710)
H (-5.1285, 3.1085, -2.1033)
H (-4.2239, 4.8887, -0.9760)
H (-2.5983, 4.8823, -0.4610)
C (5.0075, 0.9307, -0.4061)
O (6.2228, 0.9610, -0.3733)
N (4.3063, 1.2989, -1.5278)
N (4.2866, 0.5698, 0.7219)
H (3.3749, 0.9434, -1.6129)
H (4.7336, 1.6958, -2.3407)
H (4.7590, -0.2191, 1.1304)
H (3.3498, 0.7907, 0.9835)
O (1.6639, -2.7964, -2.7967)
H (1.9696, -2.9950, -3.6927)
H (2.3486, -2.2370, -2.3977)
O (-1.4845, -1.3228, -2.1205)
H (-1.2754, -0.9139, -2.9840)
H (-1.8391, -0.6092, -1.5760)

Löwdin population analysis, charges in e, atoms 1 to 8: 1.352, -0.237, -0.464, 0.072, 0.053, 0.033, -0.227, -0.229